# 1
Here is a structure of composition C14H36MnN2O4 from OMol25. Energies are from ωB97M-V/def2-TZVPD.

CARTESIAN COORDINATES (ANGSTROEM)
Mn1 -0.478 -0.424 -0.157
C1 -3.321 2.941 -0.752
C2 -1.849 2.501 -0.848
C3 -0.953 3.643 -0.397
O1 -1.642 1.274 -0.297
H1 -3.424 4.000 -1.009
H2 -3.683 2.925 0.286
H3 -3.969 2.314 -1.359
H4 -1.700 2.481 -1.947
H5 -1.142 3.957 0.641
H6 -1.054 4.570 -0.973
H7 0.134 3.489 -0.455
C4 -1.946 -0.781 -4.019
C5 -0.815 -1.434 -3.177
C6 0.513 -0.717 -3.454
O2 -1.107 -1.510 -1.836
H8 -2.256 0.164 -3.573
H9 -2.762 -1.500 -4.071
H10 -1.558 -0.629 -5.031
H11 -0.779 -2.450 -3.616
H12 0.315 0.365 -3.471
H13 0.875 -0.956 -4.459
H14 1.251 -0.862 -2.666
C7 3.198 -2.741 1.413
C8 2.249 -1.655 0.889
C9 2.919 -0.692 -0.098
O3 1.923 0.215 -0.519
C10 2.478 1.388 -1.121
N1 1.020 -2.168 0.267
H15 3.640 -2.463 2.373
H16 3.959 -2.984 0.666
H17 2.719 -3.694 1.661
H18 1.974 -1.070 1.767
H19 3.238 -1.308 -0.950
H20 3.736 -0.177 0.413
H21 1.711 1.974 -1.625
H22 3.170 1.071 -1.903
H23 2.896 2.005 -0.325
H24 0.690 -2.985 0.784
H25 1.334 -2.687 -0.565
C11 -0.702 -1.893 3.523
C12 -1.588 -0.996 2.695
C13 -1.040 0.431 2.632
O4 0.153 0.474 1.813
C14 0.875 1.648 2.147
N2 -1.746 -1.507 1.298
H26 -0.228 -1.374 4.362
H27 0.189 -2.222 2.975
H28 -1.164 -2.797 3.923
H29 -2.571 -0.890 3.162
H30 -0.724 0.718 3.636
H31 -1.796 1.096 2.216
H32 1.457 1.913 1.272
H33 1.498 1.511 3.038
H34 0.199 2.483 2.354
H35 -1.564 -2.508 1.345
H36 -2.750 -1.478 1.122

Results
- Max |F|: 2.4 eV Å⁻¹
- Energy relative to the best compared isomer or geometry (same formula, charge and spin): 87.0 kJ/mol
- HOMO-LUMO gap (alpha / beta): 6.85 / 7.15 eV
- Expectation value of S²: 8.7533
- LUMO level (alpha / beta): 0.2574 / 0.2484 eV
- 2S+1: 6

=====

# 2
Here is a cluster of 3 separate species, C14H36N2O6 in total from OMol25. Energies are from ωB97M-V/def2-TZVPD.

CARTESIAN COORDINATES (ANGSTROEM)
C1 -10.500 -5.074 -13.699
O1 -9.182 -5.643 -13.766
C2 -8.139 -4.630 -13.622
C3 -7.151 -4.759 -14.819
N1 -7.812 -4.499 -16.096
C4 -6.999 -4.614 -17.271
C5 -5.796 -3.606 -17.425
O2 -4.633 -3.795 -16.634
C6 -3.582 -2.744 -16.525
H1 -11.273 -5.725 -14.107
H2 -10.623 -4.222 -14.369
H3 -10.629 -4.458 -12.809
H4 -7.732 -4.697 -12.613
H5 -8.448 -3.596 -13.771
H6 -6.739 -5.765 -14.892
H7 -6.316 -4.096 -14.594
H8 -8.670 -5.029 -16.155
H9 -7.586 -4.522 -18.185
H10 -6.725 -5.669 -17.260
H11 -6.238 -2.627 -17.241
H12 -5.555 -3.733 -18.480
H13 -2.896 -3.063 -15.740
H14 -4.029 -1.806 -16.195
H15 -3.028 -2.613 -17.454
C7 -2.113 -5.606 -9.924
O3 -3.418 -5.950 -10.367
C8 -3.456 -6.337 -11.818
C9 -4.884 -6.698 -12.322
N2 -4.911 -7.084 -13.760
C10 -6.161 -7.755 -14.174
C11 -6.087 -8.432 -15.524
O4 -5.781 -7.529 -16.600
C12 -6.216 -7.896 -17.907
H16 -2.272 -5.480 -8.853
H17 -1.655 -4.758 -10.435
H18 -1.464 -6.465 -10.095
H19 -2.771 -7.171 -11.972
H20 -2.955 -5.535 -12.359
H21 -5.593 -5.897 -12.111
H22 -5.152 -7.604 -11.777
H23 -4.751 -6.213 -14.246
H24 -6.943 -7.004 -14.288
H25 -6.442 -8.429 -13.365
H26 -6.990 -9.004 -15.742
H27 -5.310 -9.193 -15.452
H28 -5.925 -7.206 -18.700
H29 -7.305 -7.863 -17.869
H30 -5.705 -8.827 -18.152
O5 -4.865 -5.127 -15.017
C13 -3.429 -5.164 -15.145
C14 -3.208 -6.606 -15.721
O6 -2.894 -7.543 -14.679
H31 -5.217 -4.541 -15.691
H32 -2.951 -4.400 -15.759
H33 -2.937 -5.008 -14.185
H34 -2.246 -6.686 -16.226
H35 -3.870 -6.904 -16.534
H36 -3.723 -7.723 -14.228

Results
- SMILES: COCCNCCOC.COCCNCCOC.OCCO
- Max |F|: 4.9 eV Å⁻¹
- Energy relative to the best compared isomer or geometry (same formula, charge and spin): 662.2 kJ/mol
- HOMO-LUMO gap: 8.27 eV
- LUMO level: 0.6040 eV